# C51H53N6O4PTaTe

A molecular structure, C51H53N6O4PTaTe at a distorted geometry (wB97M-V/def2-TZVPD, the OMol25 dataset).

Each line ends with the Löwdin charge.
Cartesian coordinates (Å):
1 Ta 0.74090 -0.29034 1.39901  1.94
2 C -2.23616 -0.96652 0.40062  -0.07
3 N -1.70001 -0.20817 1.59769  -0.11
4 C -2.14632 -0.75942 2.93568  -0.06
5 C -1.01377 -1.51518 3.58750  -0.24
6 N 0.22302 -1.68221 3.02143  0.01
7 C 0.96799 -2.51216 3.92932  -0.18
8 C 2.31549 -2.97539 3.84705  -0.03
9 C 2.73324 -3.80364 4.86537  -0.04
10 C 1.80990 -4.23363 5.89742  -0.02
11 C 0.49221 -3.81144 5.94117  0.02
12 C 0.11560 -2.92099 4.94053  -0.16
13 N -1.09850 -2.23210 4.72180  0.20
14 C -1.42673 -2.22068 0.32464  -0.30
15 N -0.09120 -2.18561 0.25900  0.04
16 C 0.35463 -3.53538 0.41221  -0.20
17 C 1.60927 -4.07701 0.37541  -0.01
18 C 1.65633 -5.49369 0.54893  -0.02
19 C 0.47698 -6.25719 0.39146  -0.06
20 C -0.76722 -5.70677 0.39139  0.01
21 C -0.82026 -4.32533 0.51913  -0.16
22 N -1.89517 -3.48502 0.29547  0.22
23 H -1.92418 -0.28979 -0.45710  0.14
24 H -3.34199 -1.02203 0.33933  0.15
25 H -1.96491 0.78048 1.46461  0.09
26 H -3.04660 -1.37447 2.76083  0.15
27 H -2.48473 0.01978 3.60657  0.13
28 H 3.06097 -2.59614 3.11984  0.11
29 H 3.79572 -4.19246 4.88402  0.14
30 H 2.16595 -4.89066 6.70168  0.13
31 H -0.19628 -4.19092 6.66185  0.12
32 H -1.91257 -2.25087 5.35306  0.20
33 H 2.51551 -3.53616 0.37002  0.08
34 H 2.64199 -6.06022 0.62137  0.14
35 H 0.54721 -7.33875 0.27373  0.13
36 H -1.66541 -6.25454 0.28546  0.12
37 H -2.86783 -3.69424 0.24401  0.18
38 C 4.25423 -1.34217 -0.98017  -0.01
39 C 5.22820 -0.93395 -0.05194  0.02
40 C 4.83554 -0.42113 1.18788  0.01
41 C 3.47999 -0.17242 1.44665  -0.19
42 C 2.47092 -0.76312 0.54209  -0.26
43 C 2.92150 -1.05923 -0.75978  -0.06
44 C 2.98957 0.31693 2.71515  -0.17
45 C 3.62583 0.11527 3.96223  0.02
46 C 3.02304 0.61609 5.08287  0.06
47 C 1.94879 1.52726 4.99849  -0.13
48 C 1.49445 2.14374 6.16938  0.03
49 C 0.15604 2.51985 6.15723  -0.03
50 C -0.62056 2.50932 4.99348  -0.02
51 C -0.03445 2.26205 3.73572  -0.01
52 C 1.19090 1.61519 3.75429  -0.17
53 N 1.63901 0.83111 2.68228  -0.08
54 H 4.53888 -1.76793 -1.92165  0.13
55 H 6.29460 -1.01890 -0.31880  0.14
56 H 5.58286 -0.14357 1.96749  0.14
57 H 2.26172 -1.06417 -1.60648  0.13
58 H 4.54991 -0.52886 4.00056  0.16
59 H 3.23024 0.19966 6.05298  0.15
60 H 2.12286 2.26566 7.07379  0.16
61 H -0.40304 2.76035 7.07106  0.14
62 H -1.65860 2.91534 5.00321  0.14
63 H -0.51727 2.57222 2.80336  0.12
64 Te -1.77518 -2.60902 -4.52391  1.23
65 C -0.52103 -1.45058 -5.88222  -0.49
66 C -0.06572 -0.15767 -5.48085  -0.14
67 C 0.96663 0.40695 -6.20272  -0.10
68 C 1.48860 -0.19471 -7.34960  -0.08
69 C 1.08978 -1.48072 -7.72995  -0.07
70 C 0.08780 -2.09684 -6.97740  -0.15
71 C -3.37072 -1.29613 -4.79566  -0.59
72 C -3.40036 0.00248 -4.23671  -0.14
73 C -4.57550 0.75077 -4.32587  -0.09
74 C -5.57461 0.28765 -5.14639  -0.07
75 C -5.53393 -0.97728 -5.80529  -0.07
76 C -4.44841 -1.76677 -5.57736  -0.17
77 H -0.58749 0.37423 -4.67802  0.07
78 H 1.42198 1.32071 -5.83483  0.09
79 H 2.26943 0.25960 -7.94744  0.11
80 H 1.57289 -2.08030 -8.49731  0.11
81 H -0.25631 -3.10621 -7.25139  0.10
82 H -2.56030 0.35633 -3.62784  0.06
83 H -4.64180 1.57480 -3.66881  0.08
84 H -6.49395 0.82848 -5.30868  0.10
85 H -6.35575 -1.30311 -6.46861  0.12
86 H -4.31599 -2.74088 -6.08829  0.10
87 C 2.11760 2.63692 -2.45386  -0.03
88 C 1.83509 3.82668 -1.54644  -0.52
89 C 1.55493 5.04244 -2.41881  -0.01
90 C 2.73904 4.04589 -0.35232  -0.02
91 O 0.46816 3.53796 -0.86308  -0.18
92 P -0.41829 2.22126 -0.76568  0.33
93 O -0.91038 1.67659 -2.09158  -0.26
94 O 0.24068 1.11295 0.14592  -0.39
95 O -1.56808 2.64706 0.18300  -0.22
96 C -2.74615 3.54402 -0.15685  -0.58
97 C -2.99185 3.60427 -1.62840  -0.03
98 C -3.80936 2.79338 0.58319  -0.02
99 C -2.36506 4.91927 0.38785  -0.01
100 H 2.66080 2.88062 -3.35592  0.10
101 H 1.17049 2.26756 -2.87608  0.07
102 H 2.57720 1.76163 -1.95589  0.08
103 H 2.51373 5.50779 -2.75980  0.12
104 H 0.91874 5.70821 -1.84893  0.09
105 H 0.96912 4.69615 -3.27552  0.10
106 H 3.74843 4.31222 -0.64744  0.10
107 H 2.74981 3.16789 0.30132  0.07
108 H 2.30373 4.83308 0.29210  0.10
109 H -3.28619 2.63635 -2.02111  0.07
110 H -2.11521 3.98155 -2.16694  0.10
111 H -3.85063 4.27857 -1.78689  0.12
112 H -4.01617 1.83237 0.03535  0.11
113 H -4.74340 3.35161 0.61753  0.11
114 H -3.48079 2.61236 1.61239  0.08
115 H -1.34018 5.27088 0.05807  0.11
116 H -2.39208 4.95916 1.51485  0.10
117 H -3.18197 5.56590 0.05221  0.10

Computed properties:
E_HOMO: -12.8 eV
Energy: -3270.35433 hartree
Charge: +3
M: 1153.5 g/mol
Energy above the lowest of the compared OMol25 structures with the same formula, charge and spin: 172.9 kJ/mol

=====

# C51H54BGeN8O3Pb

A molecular structure, C51H54BGeN8O3Pb (wB97M-V/def2-TZVPD, the OMol25 dataset).

Each line ends with the Löwdin charge.
Cartesian coordinates (Å):
1 Pb 0.83214 -1.16555 -0.31912  1.43
2 O -3.98557 -1.59095 0.08493  0.02
3 C -4.41075 -1.88104 -1.16200  -0.26
4 C -5.77971 -2.04393 -1.36711  -0.03
5 C -6.26272 -2.33695 -2.62865  -0.11
6 C -5.39016 -2.46976 -3.70387  -0.11
7 C -4.03178 -2.29991 -3.49745  -0.04
8 C -3.51893 -2.00160 -2.23823  -0.07
9 C -2.04731 -1.82759 -2.04049  -0.45
10 O -1.58948 -1.88329 -0.82825  -0.23
11 N -1.34892 -1.54981 -3.09984  0.07
12 N -0.01274 -1.73214 -2.97319  -0.04
13 C 0.81180 -0.83536 -3.35338  -0.20
14 C 0.63504 0.57505 -3.76319  -0.13
15 C 1.38522 1.00580 -4.86068  -0.06
16 C 1.43046 2.33261 -5.24560  -0.10
17 C 0.74638 3.27394 -4.48361  -0.08
18 C 0.01091 2.86986 -3.38442  0.00
19 C -0.07784 1.52409 -3.02338  -0.26
20 O -0.95183 1.18887 -2.04781  -0.18
21 H -2.99538 -1.67652 0.04010  0.05
22 H -6.44173 -1.93992 -0.51702  0.11
23 H -7.32865 -2.46482 -2.77490  0.09
24 H -5.76642 -2.70489 -4.69052  0.09
25 H -3.32929 -2.38372 -4.31557  0.10
26 H 1.85136 -1.16638 -3.35638  0.09
27 H 1.94178 0.26127 -5.41917  0.11
28 H 2.00020 2.63018 -6.11616  0.09
29 H 0.78784 4.32535 -4.73961  0.10
30 H -0.51990 3.59773 -2.78473  0.09
31 C 4.35555 0.42759 -2.55396  -0.05
32 C 4.28011 1.24282 -1.26058  -0.36
33 C 3.01251 2.08112 -1.19834  -0.05
34 C 4.43175 0.34300 -0.06793  -0.30
35 C 5.62202 0.09118 0.62924  -0.02
36 C 5.26834 -0.84450 1.57274  -0.09
37 N 3.96170 -1.11859 1.43360  -0.03
38 N 3.43105 -0.37319 0.43714  0.06
39 B 3.25074 -2.16693 2.30997  -0.56
40 N 3.08371 -3.50902 1.58038  -0.04
41 C 3.40686 -4.72143 2.06955  -0.09
42 C 3.06773 -5.66499 1.12295  -0.02
43 C 2.50925 -4.91266 0.07054  -0.31
44 N 2.53946 -3.61973 0.35419  0.08
45 C 1.90999 -5.40577 -1.21661  -0.38
46 C 0.38077 -5.35017 -1.16040  -0.06
47 C 2.43562 -4.61405 -2.41258  -0.07
48 N 1.88692 -1.72561 2.90633  -0.01
49 C 1.64169 -1.74688 4.22293  -0.08
50 C 0.28927 -1.58187 4.43149  -0.01
51 C -0.24733 -1.47707 3.14135  -0.31
52 N 0.72406 -1.53699 2.23403  0.01
53 C -1.69579 -1.46168 2.75358  -0.36
54 C -2.54628 -0.77953 3.81760  -0.06
55 C -2.16332 -2.90794 2.54369  -0.05
56 H 4.18060 1.06200 -3.42432  0.07
57 H 5.32738 -0.05711 -2.65970  0.08
58 H 3.59213 -0.35427 -2.54983  0.06
59 H 5.13934 1.92151 -1.23491  0.13
60 H 2.11980 1.45491 -1.23563  0.04
61 H 2.97543 2.64524 -0.26900  0.07
62 H 2.96253 2.77358 -2.04008  0.08
63 H 6.58982 0.52729 0.45106  0.09
64 H 5.85085 -1.34727 2.32542  0.11
65 H 3.97104 -2.36508 3.25802  0.11
66 H 3.85715 -4.82048 3.04254  0.11
67 H 3.18618 -6.73361 1.17987  0.09
68 H 2.21448 -6.45271 -1.32383  0.13
69 H 0.04723 -4.32594 -0.99085  0.05
70 H -0.05878 -5.69375 -2.09894  0.08
71 H -0.00435 -5.97003 -0.34879  0.08
72 H 2.08317 -3.58358 -2.35997  0.04
73 H 3.52565 -4.60114 -2.42893  0.08
74 H 2.07666 -5.04684 -3.34856  0.08
75 H 2.44831 -1.89918 4.91920  0.11
76 H -0.23569 -1.57204 5.36948  0.10
77 H -1.79631 -0.92545 1.80341  0.11
78 H -2.51775 -1.35338 4.74695  0.08
79 H -2.20198 0.23325 4.02923  0.07
80 H -3.58418 -0.72264 3.49126  0.08
81 H -2.03415 -3.47321 3.47007  0.08
82 H -3.21450 -2.93451 2.25853  0.07
83 H -1.58515 -3.39774 1.75894  0.08
84 C -0.61038 0.87037 -0.65002  -0.41
85 Ge -0.80717 2.46106 0.46911  1.01
86 C -1.47929 4.06927 -0.45270  -0.25
87 C -2.38005 3.91108 -1.50924  -0.13
88 C -2.97481 5.00805 -2.11609  -0.09
89 C -2.67979 6.29211 -1.67847  -0.10
90 C -1.80894 6.46668 -0.61333  -0.10
91 C -1.22232 5.36416 -0.00323  -0.11
92 C 0.70289 2.88363 1.64608  -0.27
93 C 0.97587 1.96662 2.66371  -0.10
94 C 2.01300 2.16855 3.56274  -0.08
95 C 2.79568 3.31091 3.46790  -0.10
96 C 2.54538 4.23141 2.46023  -0.10
97 C 1.51262 4.01443 1.55649  -0.13
98 C -2.33152 2.20600 1.69679  -0.25
99 C -2.40984 2.88398 2.91265  -0.11
100 C -3.56511 2.83961 3.68138  -0.10
101 C -4.66560 2.11367 3.24472  -0.11
102 C -4.60394 1.43277 2.03733  -0.09
103 C -3.44568 1.48195 1.27289  -0.11
104 H -1.50015 0.31095 -0.36229  -0.01
105 H -2.60969 2.91615 -1.87108  0.11
106 H -3.66752 4.85824 -2.93514  0.10
107 H -3.13244 7.15061 -2.15934  0.09
108 H -1.58761 7.46340 -0.25012  0.09
109 H -0.58226 5.52474 0.85573  0.08
110 H 0.38243 1.06248 2.75090  0.08
111 H 2.20842 1.42937 4.32967  0.10
112 H 3.60066 3.48067 4.17227  0.10
113 H 3.16532 5.11497 2.36622  0.10
114 H 1.36770 4.72401 0.75011  0.09
115 H -1.55922 3.45751 3.26730  0.10
116 H -3.60628 3.37175 4.62464  0.10
117 H -5.56581 2.07596 3.84573  0.10
118 H -5.45235 0.85547 1.69157  0.10
119 H -3.41756 0.94191 0.33266  0.09

Computed properties:
E_HOMO: -4.7 eV
Energy: -4934.35110 hartree
Charge: -1
M: 1117.7 g/mol
Energy above the lowest of the compared OMol25 structures with the same formula, charge and spin: 307.7 kJ/mol